No. 1
Here is C5H6GaLi2O4 as an isolated structure at a distorted geometry from OMol25. Energies are from ωB97M-V with the def2-TZVPD basis set.

Last column: Löwdin charge in e.
Atoms and positions in Å:
O  -0.7888  0.7666  -0.8576  0.014
C  -1.7771  0.1021  -0.4675  -0.549
O  -1.7487  -1.1443  -0.2536  -0.117
Li  -0.1331  -2.1871  -0.2958  0.794
Li  -3.4941  -1.9003  -0.2504  0.877
O  1.6363  -1.7257  -0.1911  0.030
Ga  1.0130  0.9555  -0.7936  1.418
C  2.2866  -0.6752  -0.2979  -0.367
O  3.5802  -0.8027  -0.0319  0.054
C  4.3220  0.3754  0.2788  0.017
H  5.2349  0.0435  0.7807  0.143
H  4.5870  0.9171  -0.6386  0.127
H  3.7503  1.0244  0.9554  0.107
C  -3.0685  0.8228  -0.2813  -0.047
C  -3.8182  0.6569  0.8121  0.125
H  -3.3319  1.5503  -1.0512  0.150
H  -4.7387  1.2221  0.9514  0.119
H  -3.5113  -0.0016  1.6321  0.106

Values from the calculation:
max |F|: 6.4 eV/A
energy relative to the best compared isomer or geometry (same formula, charge and spin): 0.0 kJ/mol
LUMO level: -15.45 eV
HOMO level: -21.84 eV
charge: +3

***

No. 2
Here is one molecule with the formula C5H6IN at a distorted geometry from OMol25. Energies are from ωB97M-V with the def2-TZVPD basis set.

Last column: Löwdin charge in e.
Atoms and positions in Å:
C  0.8210  1.4659  -0.9079  -0.091
C  0.2573  0.3516  -0.0656  -0.375
C  -0.2382  0.3695  1.1478  -0.144
N  -0.8709  -0.7896  1.4707  0.041
C  -0.6850  -1.6364  0.3829  -0.181
C  -0.0025  -0.9950  -0.5617  -0.668
I  0.9213  -1.7916  -2.3079  0.794
H  0.1542  1.5132  -1.9147  0.121
H  0.7880  2.4242  -0.3209  0.080
H  1.8481  1.3003  -1.2471  0.052
H  -0.4244  1.3185  1.7331  0.147
H  -1.3593  -0.9950  2.2944  0.128
H  -1.2096  -2.5355  0.2968  0.096

Values from the calculation:
max |F|: 4.9 eV/A
energy relative to the best compared isomer or geometry (same formula, charge and spin): 0.0 kJ/mol
LUMO level: 0.58 eV
HOMO level: -8.52 eV
SMILES string: Cc1c[nH]cc1I

***

No. 3
Here is one molecule with the formula C5H6INO at a distorted geometry from OMol25. Energies are from ωB97M-V with the def2-TZVPD basis set.

Last column: Löwdin charge in e.
Atoms and positions in Å:
C  -1.3929  0.7729  -0.0584  -0.041
N  -0.0302  0.3568  0.3134  -0.144
C  0.4538  1.2164  1.3972  -0.027
C  0.8218  -0.5533  -0.1278  -0.547
O  1.9900  -0.5903  0.1580  0.085
C  0.3633  -1.5595  -1.0964  -0.052
C  0.5950  -2.4575  -1.8438  -0.678
I  0.6155  -4.0434  -3.0934  0.872
H  -1.4053  1.7711  -0.5949  0.106
H  -1.9072  0.1299  -0.8400  0.104
H  -1.9081  0.8070  0.8796  0.069
H  0.9662  2.0875  1.0002  0.101
H  -0.3420  1.4796  2.0277  0.067
H  1.1801  0.5826  1.8786  0.086

Values from the calculation:
max |F|: 2.9 eV/A
energy relative to the best compared isomer or geometry (same formula, charge and spin): 234.3 kJ/mol
LUMO level: 0.33 eV
HOMO level: -9.33 eV
SMILES string: CN(C)C(=O)C#CI

***

No. 4
Here is C5H6LiO4Tl as an isolated structure at a distorted geometry from OMol25. Energies are from ωB97M-V with the def2-TZVPD basis set.

Last column: Löwdin charge in e.
Atoms and positions in Å:
O  -1.0124  -3.1681  -0.7172  0.243
C  -0.9515  -1.9659  -1.0765  -0.642
O  -0.6500  -1.6101  -2.2418  0.177
O  -1.2695  -1.0529  -0.1397  0.076
C  -1.1238  0.3316  -0.4501  -0.123
Li  -0.5707  -3.5486  -2.5881  0.894
H  -1.8734  0.8605  0.1517  0.148
H  -1.5014  0.4955  -1.4670  0.136
C  0.3987  0.9913  -0.4887  -0.070
C  0.5612  0.6928  0.9197  -0.297
H  0.2609  1.9825  -0.9352  0.151
H  1.1869  0.5186  -1.0914  0.147
Tl  0.0799  2.2313  2.6889  1.280
O  1.7554  1.3747  2.8931  -0.248
C  1.7311  0.8860  1.6510  -0.254
H  2.6487  1.0938  1.0745  0.178
H  0.3300  -0.1130  1.8168  0.206

Values from the calculation:
max |F|: 9.0 eV/A
LUMO level (alpha / beta): -12.87 / -10.48 eV
HOMO level (alpha / beta): -16.82 / -17.20 eV
charge: +2

***

No. 5
Here is C5H6N as an isolated structure at a distorted geometry from OMol25. Energies are from ωB97M-V with the def2-TZVPD basis set.

Last column: Löwdin charge in e.
Atoms and positions in Å:
C  -0.4943  -0.7185  -1.0848  -0.011
C  -0.1258  -1.4093  -0.0043  -0.035
C  -0.3433  0.6086  -0.7121  -0.035
C  -0.4526  1.8137  -1.1292  0.140
C  0.8456  -0.3793  1.9899  0.153
N  0.2942  -0.3633  0.8317  -0.010
H  -0.8480  -1.0180  -2.0552  0.144
H  0.1640  -2.4510  0.1241  0.148
H  -0.9376  1.8505  -2.0613  0.097
H  -0.2965  2.7956  -0.5804  0.139
H  1.1691  0.6625  2.2635  0.136
H  1.0251  -1.3915  2.4182  0.134

Values from the calculation:
max |F|: 3.5 eV/A
energy relative to the best compared isomer or geometry (same formula, charge and spin): 400.1 kJ/mol
LUMO level: -5.01 eV
HOMO level: -14.38 eV
charge: +1

***

No. 6
Here is an isolated ion of composition C5H6N and charge +1 at a distorted geometry from OMol25. Energies are from ωB97M-V with the def2-TZVPD basis set.

Last column: Löwdin charge in e.
Atoms and positions in Å:
C  1.2232  -2.4802  0.8659  0.190
C  0.8930  -1.5923  0.1410  -0.103
C  0.5990  -0.5086  -0.6942  -0.080
C  -0.6993  -0.0097  -1.2338  0.111
N  -0.3703  0.7659  -0.3046  0.041
C  -0.7766  1.7987  0.5687  0.030
H  1.3081  -3.4006  1.5178  0.103
H  1.5191  -0.3515  -1.2897  0.163
H  -1.4666  -0.3811  -1.9944  0.192
H  -0.5052  1.4100  1.4842  0.083
H  -1.7629  2.0607  0.4419  0.086
H  0.0385  2.6886  0.4973  0.185

Values from the calculation:
max |F|: 5.2 eV/A
energy relative to the best compared isomer or geometry (same formula, charge and spin): 525.1 kJ/mol
LUMO level: -4.87 eV
HOMO level: -14.88 eV
charge: +1
SMILES string: C#C[C@H]1C=[N+]1C